{"formula": "C40H98N6O38S8", "method": "the ωB97M-V functional and the def2-TZVPD basis", "mol_weight_g_mol": 1527.76, "homo_energy_ev": -9.0, "spin_multiplicity": 1, "homo_lumo_gap_ev": 9.25, "total_charge": 0, "e_tot_ha": -7955.624082, "elements": ["C", "C", "C", "O", "C", "N", "H", "H", "H", "H", "H", "H", "H", "H", "H", "H", "H", "C", "C", "C", "O", "C", "N", "H", "H", "H", "H", "H", "H", "H", "H", "H", "H", "H", "C", "C", "C", "O", "C", "N", "H", "H", "H", "H", "H", "H", "H", "H", "H", "H", "H", "C", "C", "C", "O", "C", "N", "H", "H", "H", "H", "H", "H", "H", "H", "H", "H", "H", "C", "C", "C", "O", "C", "N", "H", "H", "H", "H", "H", "H", "H", "H", "H", "H", "H", "C", "C", "C", "O", "C", "N", "H", "H", "H", "H", "H", "H", "H", "H", "H", "H", "H", "C", "C", "O", "S", "O", "O", "O", "H", "H", "H", "H", "C", "C", "O", "S", "O", "O", "O", "H", "H", "H", "H", "C", "C", "O", "S", "O", "O", "O", "H", "H", "H", "H", "C", "C", "O", "S", "O", "O", "O", "H", "H", "H", "H", "C", "C", "O", "S", "O", "O", "O", "H", "H", "H", "H", "C", "C", "O", "S", "O", "O", "O", "H", "H", "H", "H", "C", "C", "O", "S", "O", "O", "O", "H", "H", "H", "H", "C", "C", "O", "S", "O", "O", "O", "H", "H", "H", "H"], "positions_angstrom": [[4.78, 3.95, 1.78], [4.19, 3.65, 3.19], [2.67, 3.72, 3.29], [2.11, 4.99, 2.88], [1.26, 5.60, 3.91], [4.57, 2.37, 3.73], [5.80, 3.59, 1.84], [4.75, 4.95, 1.47], [4.21, 3.23, 1.10], [4.39, 4.41, 3.93], [2.46, 3.35, 4.29], [2.32, 2.96, 2.47], [0.27, 5.19, 3.81], [1.19, 6.64, 3.55], [1.73, 5.58, 4.90], [4.95, 1.78, 3.06], [5.34, 2.51, 4.35], [1.94, 0.19, -6.13], [0.84, 0.17, -5.15], [0.73, 1.56, -4.50], [0.33, 2.48, -5.58], [0.37, 3.79, -5.08], [-0.52, -0.27, -5.66], [2.12, -0.83, -6.56], [2.83, 0.49, -5.57], [1.84, 0.80, -6.98], [0.94, -0.58, -4.37], [1.67, 1.87, -4.12], [-0.09, 1.54, -3.76], [-0.40, 3.92, -4.34], [0.09, 4.50, -5.84], [1.29, 4.14, -4.71], [-1.07, -0.30, -4.82], [-0.89, 0.45, -6.29], [5.61, 0.79, -2.52], [4.95, -0.32, -1.76], [3.53, 0.17, -1.29], [3.38, 0.92, -0.12], [3.19, 0.02, 1.01], [4.66, -1.42, -2.75], [6.55, 0.39, -2.97], [5.89, 1.64, -1.89], [5.02, 1.12, -3.31], [5.55, -0.79, -0.95], [2.88, -0.73, -1.23], [3.02, 0.77, -2.09], [2.24, -0.48, 0.90], [3.15, 0.66, 1.86], [3.94, -0.71, 1.04], [4.21, -2.24, -2.31], [5.39, -1.88, -3.30], [7.29, -2.91, 3.38], [6.69, -2.33, 2.08], [7.76, -1.45, 1.36], [7.87, -0.21, 1.99], [8.00, 0.81, 1.08], [6.35, -3.38, 1.21], [7.65, -2.12, 4.05], [8.13, -3.55, 3.07], [6.62, -3.57, 3.89], [5.97, -1.64, 2.41], [7.35, -1.22, 0.37], [8.64, -2.07, 1.25], [7.77, 1.76, 1.54], [7.22, 0.67, 0.24], [9.00, 0.90, 0.58], [5.71, -4.03, 1.69], [5.92, -2.98, 0.37], [-2.01, -1.29, -1.91], [-2.39, -0.81, -0.55], [-1.27, -0.11, 0.09], [-1.63, 0.33, 1.39], [-0.62, 0.86, 2.15], [-3.52, 0.10, -0.57], [-1.76, -0.51, -2.72], [-2.77, -1.93, -2.40], [-1.07, -1.86, -1.91], [-2.57, -1.71, 0.02], [-1.05, 0.78, -0.53], [-0.30, -0.67, 0.06], [-0.24, 1.84, 1.76], [0.30, 0.20, 2.12], [-0.91, 1.04, 3.13], [-3.86, 0.35, 0.36], [-3.24, 1.02, -0.92], [-8.34, 2.97, -1.39], [-7.04, 2.36, -0.87], [-6.84, 2.53, 0.66], [-6.80, 3.90, 1.08], [-5.61, 4.58, 0.63], [-6.82, 1.01, -1.35], [-8.46, 2.87, -2.48], [-8.36, 4.04, -1.19], [-9.12, 2.47, -0.80], [-6.24, 2.94, -1.29], [-6.01, 1.91, 1.03], [-7.76, 2.25, 1.16], [-5.69, 4.86, -0.42], [-4.75, 3.94, 0.87], [-5.63, 5.46, 1.33], [-5.95, 0.71, -0.95], [-7.52, 0.35, -0.97], [-6.30, -3.21, 3.84], [-5.00, -3.77, 3.25], [-4.60, -2.79, 2.21], [-5.68, -1.68, 1.98], [-6.16, -1.74, 0.62], [-5.11, -0.40, 2.44], [-6.82, -2.20, 2.88], [-6.08, -2.68, 4.76], [-7.06, -3.95, 3.88], [-5.18, -4.73, 2.83], [-4.16, -3.75, 3.97], [-1.84, -4.75, -7.72], [-1.42, -3.32, -8.04], [0.03, -3.36, -8.16], [0.58, -4.45, -7.15], [0.95, -3.88, -5.84], [1.50, -5.31, -7.79], [-0.76, -5.30, -6.90], [-1.89, -5.39, -8.62], [-2.78, -4.71, -7.13], [-1.67, -2.61, -7.25], [-1.84, -3.09, -9.01], [-0.77, -3.39, 4.84], [-0.95, -2.39, 3.72], [-1.66, -1.27, 4.35], [-2.49, -1.82, 5.62], [-3.90, -1.86, 5.33], [-2.02, -1.10, 6.76], [-1.93, -3.33, 5.64], [0.08, -3.13, 5.46], [-0.61, -4.44, 4.50], [-1.69, -2.70, 2.94], [-0.02, -2.15, 3.24], [-4.16, 1.92, 4.43], [-3.37, 2.77, 3.42], [-2.35, 3.44, 4.11], [-2.18, 2.86, 5.61], [-2.77, 3.84, 6.47], [-0.85, 2.46, 5.84], [-3.12, 1.62, 5.48], [-4.50, 0.96, 4.16], [-4.81, 2.55, 4.99], [-4.06, 3.49, 2.92], [-2.85, 2.20, 2.60], [-5.30, -0.02, -3.56], [-6.11, -1.22, -3.18], [-5.27, -2.43, -3.50], [-4.72, -2.01, -5.01], [-5.62, -2.39, -6.08], [-3.38, -2.57, -5.12], [-4.59, -0.51, -4.84], [-4.51, 0.18, -2.84], [-5.82, 0.87, -3.77], [-6.95, -1.10, -3.83], [-6.36, -1.31, -2.14], [1.12, -3.38, -2.80], [1.06, -4.88, -2.48], [1.45, -5.02, -1.09], [1.86, -3.63, -0.54], [3.22, -3.45, -0.88], [1.34, -3.59, 0.80], [0.92, -2.71, -1.52], [0.30, -3.14, -3.47], [2.08, -3.13, -3.17], [1.90, -5.33, -2.98], [0.10, -5.30, -2.79], [1.40, 3.66, -0.24], [1.05, 5.01, -0.80], [-0.39, 4.95, -0.75], [-0.90, 3.50, -0.89], [-1.54, 3.17, -2.12], [-1.57, 3.16, 0.32], [0.46, 2.77, -0.93], [1.07, 3.59, 0.81], [2.36, 3.43, -0.65], [1.29, 5.10, -1.89], [1.41, 5.88, -0.28], [3.46, -0.87, 5.23], [4.52, -1.90, 5.55], [4.28, -3.11, 4.83], [3.19, -2.85, 3.77], [1.91, -3.23, 4.25], [3.68, -3.35, 2.49], [3.17, -1.23, 3.85], [3.77, 0.13, 5.35], [2.57, -1.01, 5.87], [4.50, -2.29, 6.53], [5.57, -1.64, 5.37]], "mulliken_charge": [-1.29, 0.05, 0.36, -0.33, -0.69, -0.28, 0.36, 0.42, 0.13, 0.57, 0.56, -0.70, 0.17, 0.28, 0.34, -0.03, 0.32, -1.49, 1.38, -0.11, -0.48, -0.74, -0.27, 0.30, 0.25, 0.32, -0.64, 0.48, -0.07, 0.14, 0.41, 0.33, -0.08, 0.30, -1.83, 2.38, 0.60, -0.04, 0.23, -0.56, 0.43, 0.30, 0.47, -1.45, -0.22, -0.53, -0.23, 0.00, 0.31, 0.13, 0.28, -1.85, 1.71, -0.66, -0.36, -0.10, -0.62, 0.27, 0.44, 0.45, -0.65, 0.23, 0.32, 0.17, -0.20, 0.31, 0.31, 0.24, -0.76, 0.85, 0.28, 1.70, -0.64, 0.61, -0.09, 0.50, -0.63, -0.08, -0.83, -0.52, 0.02, -0.36, 0.29, -0.57, 0.32, -1.53, 0.42, -0.35, -0.46, -0.26, -0.05, 0.37, 0.32, 0.37, 0.28, 0.14, 0.37, 0.33, -0.15, 0.27, -0.39, 0.30, -0.47, 0.03, -0.25, 1.04, -0.60, -0.30, -0.36, 0.27, 0.35, 0.39, -0.07, -0.30, -0.04, -0.32, 0.92, -0.34, -0.60, -0.33, 0.32, 0.26, 0.02, 0.37, -0.33, 0.42, -0.04, 1.05, -0.50, -0.63, -0.44, 0.35, 0.36, -0.06, -0.17, -0.22, 0.89, -0.15, 1.12, -0.65, -0.49, -0.29, 0.04, 0.49, 0.00, -0.68, 0.45, -0.09, -0.39, 0.97, -0.66, -0.36, -0.37, -0.39, 0.42, 0.35, 0.11, -0.53, -0.48, -0.41, 1.08, -0.74, -0.53, 0.13, 0.39, 0.16, 0.37, 0.33, 0.37, -0.60, -0.42, 1.03, -0.74, -0.53, 0.00, -0.02, 0.10, 0.24, 0.36, -0.25, -0.59, -0.24, 0.53, -0.36, -0.38, -0.20, 0.41, 0.22, 0.43, 0.16]}

=====

{"formula": "C40H98NO8P", "method": "the ωB97M-V functional and the def2-TZVPD basis", "mol_weight_g_mol": 752.20, "homo_energy_ev": -8.1, "spin_multiplicity": 1, "homo_lumo_gap_ev": 8.66, "total_charge": 0, "e_tot_ha": -2580.827410, "smiles": "CCCCCCCCCCCCCCP(COCC)NCC.CC(C)O.CC(C)O.CC(C)O.CC(C)O.CC(C)O.CC(C)O.CC(C)O", "elements": ["C", "C", "C", "C", "C", "C", "C", "C", "C", "C", "C", "C", "C", "C", "P", "C", "O", "C", "C", "N", "C", "C", "H", "H", "H", "H", "H", "H", "H", "H", "H", "H", "H", "H", "H", "H", "H", "H", "H", "H", "H", "H", "H", "H", "H", "H", "H", "H", "H", "H", "H", "H", "H", "H", "H", "H", "H", "H", "H", "H", "H", "H", "H", "H", "C", "C", "C", "O", "H", "H", "H", "H", "H", "H", "H", "H", "C", "C", "C", "O", "H", "H", "H", "H", "H", "H", "H", "H", "C", "C", "C", "O", "H", "H", "H", "H", "H", "H", "H", "H", "C", "C", "C", "O", "H", "H", "H", "H", "H", "H", "H", "H", "C", "C", "C", "O", "H", "H", "H", "H", "H", "H", "H", "H", "C", "C", "C", "O", "H", "H", "H", "H", "H", "H", "H", "H", "C", "C", "C", "O", "H", "H", "H", "H", "H", "H", "H", "H"], "positions_angstrom": [[9.20, -4.44, 3.77], [8.48, -5.28, 2.71], [7.98, -4.51, 1.48], [6.55, -3.97, 1.57], [6.33, -2.81, 2.54], [4.86, -2.36, 2.60], [4.50, -1.32, 1.52], [4.43, 0.14, 2.00], [3.42, 0.42, 3.11], [1.99, 0.36, 2.57], [0.92, 0.92, 3.54], [-0.31, 0.01, 3.63], [-0.22, -1.03, 4.74], [-1.43, -1.97, 4.88], [-2.50, -2.10, 3.37], [-1.77, -3.63, 2.59], [-0.87, -3.32, 1.55], [-1.38, -3.44, 0.23], [-2.29, -2.29, -0.21], [-3.93, -2.71, 4.14], [-5.12, -2.81, 3.27], [-5.58, -4.24, 3.05], [10.05, -3.92, 3.33], [9.58, -5.07, 4.59], [8.54, -3.69, 4.22], [9.19, -6.05, 2.38], [7.64, -5.82, 3.17], [8.03, -5.17, 0.61], [8.67, -3.68, 1.28], [6.25, -3.64, 0.57], [5.88, -4.79, 1.85], [6.95, -1.96, 2.21], [6.68, -3.08, 3.54], [4.22, -3.24, 2.49], [4.65, -1.96, 3.60], [5.27, -1.37, 0.73], [3.55, -1.57, 1.04], [4.10, 0.74, 1.14], [5.43, 0.51, 2.27], [3.61, 1.41, 3.55], [3.52, -0.30, 3.93], [1.96, 0.92, 1.63], [1.74, -0.68, 2.34], [0.61, 1.91, 3.21], [1.37, 1.04, 4.53], [-0.41, -0.52, 2.67], [-1.23, 0.60, 3.75], [-0.05, -0.51, 5.69], [0.68, -1.64, 4.56], [-2.09, -1.66, 5.69], [-1.07, -2.97, 5.14], [-2.60, -4.26, 2.22], [-1.22, -4.22, 3.33], [-0.51, -3.51, -0.42], [-1.92, -4.40, 0.15], [-2.37, -1.55, 0.59], [-3.30, -2.62, -0.47], [-1.88, -1.79, -1.10], [-3.77, -3.60, 4.60], [-5.93, -2.23, 3.72], [-4.90, -2.34, 2.31], [-6.42, -4.27, 2.36], [-4.78, -4.86, 2.63], [-5.91, -4.70, 3.99], [-1.25, 1.80, -0.93], [-0.11, 0.89, -1.35], [-0.51, -0.04, -2.49], [0.40, 0.15, -0.24], [-2.10, 1.20, -0.58], [-0.94, 2.45, -0.11], [-1.58, 2.42, -1.76], [0.74, 1.50, -1.68], [-1.33, -0.70, -2.17], [0.34, -0.68, -2.78], [-0.84, 0.52, -3.36], [-0.31, -0.40, 0.11], [-1.16, 6.81, -0.40], [-1.23, 5.94, 0.84], [-0.63, 6.63, 2.06], [-0.62, 4.68, 0.60], [-0.12, 7.03, -0.64], [-1.58, 6.27, -1.25], [-1.69, 7.75, -0.27], [-2.28, 5.69, 1.05], [0.42, 6.85, 1.88], [-0.70, 5.99, 2.94], [-1.14, 7.57, 2.27], [0.30, 4.84, 0.36], [-5.96, -6.50, -0.18], [-7.37, -6.11, -0.57], [-8.18, -7.30, -1.06], [-7.36, -5.06, -1.54], [-5.42, -6.91, -1.04], [-5.41, -5.63, 0.18], [-5.96, -7.25, 0.61], [-7.88, -5.67, 0.29], [-7.71, -7.73, -1.95], [-9.19, -6.99, -1.33], [-8.24, -8.08, -0.30], [-6.92, -5.39, -2.33], [-2.76, 4.58, -5.31], [-2.08, 5.67, -4.50], [-1.29, 6.62, -5.39], [-1.25, 5.12, -3.48], [-2.01, 3.98, -5.83], [-3.33, 3.92, -4.65], [-3.44, 5.00, -6.05], [-2.84, 6.24, -3.95], [-0.50, 6.08, -5.91], [-0.82, 7.40, -4.78], [-1.93, 7.10, -6.13], [-0.56, 4.60, -3.90], [-4.84, 11.20, -1.12], [-3.63, 10.30, -1.33], [-3.83, 9.33, -2.48], [-3.29, 9.60, -0.13], [-5.72, 10.59, -0.88], [-4.66, 11.89, -0.29], [-5.06, 11.77, -2.01], [-2.75, 10.92, -1.53], [-4.68, 8.67, -2.27], [-2.94, 8.71, -2.61], [-4.03, 9.86, -3.41], [-4.03, 9.03, 0.10], [4.57, 1.63, -4.06], [3.62, 1.97, -2.92], [3.73, 0.99, -1.77], [2.27, 2.05, -3.40], [4.34, 0.64, -4.46], [4.47, 2.35, -4.87], [5.60, 1.62, -3.72], [3.83, 2.98, -2.56], [3.47, -0.02, -2.11], [3.04, 1.25, -0.96], [4.74, 0.96, -1.37], [2.02, 1.18, -3.72], [2.33, -5.16, -2.03], [1.10, -5.23, -2.91], [1.45, -5.52, -4.36], [0.32, -4.04, -2.79], [2.99, -4.35, -2.36], [2.05, -4.97, -0.99], [2.90, -6.09, -2.07], [0.44, -6.02, -2.54], [2.08, -4.72, -4.76], [0.54, -5.57, -4.97], [1.99, -6.46, -4.46], [0.86, -3.31, -3.11]], "mulliken_charge": [-1.11, -0.43, -0.76, -0.47, -0.41, -0.87, -0.23, -0.67, -1.01, 0.85, -1.15, 0.06, -0.55, -1.05, 0.04, -0.67, -0.34, -0.17, 0.32, -0.28, -0.40, -1.03, 0.29, 0.35, 0.27, 0.34, 0.28, 0.33, 0.34, 0.29, 0.31, 0.31, 0.04, 0.44, 0.33, 0.50, 0.12, 0.05, 0.31, 0.38, 0.32, -0.44, 0.18, 0.35, 0.54, -0.30, 0.48, 0.34, 0.21, 0.44, 0.46, 0.12, 0.46, 0.04, 0.45, 0.14, 0.38, -0.57, 0.30, 0.34, 0.27, 0.24, 0.30, 0.34, -1.25, 0.95, -1.89, 0.29, 0.25, 0.22, 0.34, 0.11, 0.42, 0.08, 0.45, -0.32, -0.93, 0.38, -1.41, -0.30, 0.35, 0.11, 0.27, 0.23, 0.36, 0.34, 0.36, 0.22, -0.98, 0.48, -1.38, -0.55, 0.41, 0.06, 0.36, 0.24, 0.34, 0.34, 0.36, 0.34, -1.47, 0.77, -1.39, -0.39, 0.34, 0.36, 0.40, 0.08, 0.38, 0.32, 0.40, 0.23, -1.36, 0.39, -1.12, -0.52, 0.36, 0.33, 0.37, 0.25, 0.35, 0.17, 0.43, 0.33, -1.45, 0.25, -0.67, -0.44, 0.36, 0.34, 0.40, 0.29, 0.18, -0.07, 0.55, 0.28, -1.27, 0.49, -1.42, -0.43, 0.30, 0.28, 0.41, 0.29, 0.36, 0.33, 0.40, 0.25]}